Entry 1:
A 2-piece molecular cluster, C4H11NO2 overall at a distorted geometry. Source: OMol25; level of theory: ωB97M-V with the def2-TZVPD basis set.

Cartesian coordinates (Å):
C 0.648 1.679 0.173
C 1.774 1.345 -0.811
C -0.071 0.315 0.377
N -1.420 0.486 0.050
C -2.295 -0.703 0.335
O 0.400 -0.766 0.664
H -0.110 2.386 -0.294
H 0.836 2.180 1.103
H 2.678 1.992 -0.857
H 2.182 0.362 -0.607
H 1.272 1.144 -1.757
H -1.770 1.417 0.178
H -1.786 -1.360 1.072
H -2.363 -1.377 -0.514
H -3.318 -0.540 0.781
H 1.677 -2.711 0.556
H 0.457 -2.655 -0.337
O 1.208 -3.195 -0.112

- LUMO (eV) = 0.727
- strongest force on any atom (eV/A) = 2.601
- relative energy (zero: lowest compared OMol25 entry of this formula, charge and spin) (kcal per mole) = 23.1
- frontier orbital gap (eV) = 10.94

---

Entry 2:
The molecule C4H11NO2 at a distorted geometry. Source: OMol25; level of theory: ωB97M-V with the def2-TZVPD basis set.

Cartesian coordinates (Å):
C -0.612 1.764 0.550
C 0.001 0.383 0.301
C 1.396 0.248 -0.350
O 2.353 0.845 0.538
N -1.035 -0.394 -0.454
C -0.839 -1.810 -0.530
O -1.147 -2.417 0.752
H -1.663 1.586 0.758
H -0.152 2.311 1.364
H -0.575 2.300 -0.406
H 0.135 -0.150 1.245
H 1.376 0.697 -1.352
H 1.704 -0.792 -0.440
H 2.792 1.536 0.064
H -1.024 0.038 -1.375
H -1.539 -2.316 -1.195
H 0.173 -2.154 -0.780
H -1.342 -1.675 1.312

- LUMO (eV) = 0.800
- strongest force on any atom (eV/A) = 1.753
- relative energy (zero: lowest compared OMol25 entry of this formula, charge and spin) (kcal per mole) = 40.2
- frontier orbital gap (eV) = 10.11

---

Entry 3:
A 2-piece molecular cluster, C4H11NO2 overall at a distorted geometry. Source: OMol25; level of theory: ωB97M-V with the def2-TZVPD basis set.

Cartesian coordinates (Å):
C -0.815 -1.409 -0.421
C -0.154 -0.852 -1.706
C 0.150 -1.938 0.606
O 0.374 -3.088 0.882
N 0.843 -0.941 1.377
H -1.489 -0.684 0.045
H -1.400 -2.330 -0.785
H 0.223 0.132 -1.679
H 1.556 -1.229 2.039
H 1.069 -0.108 0.894
H -0.766 -0.887 -2.570
H 0.691 -1.572 -1.915
C 0.219 2.748 0.751
O -0.267 1.466 0.303
H -0.983 1.538 -0.317
H 0.207 2.636 1.815
H -0.526 3.495 0.557
H 1.069 3.024 0.123

- LUMO (eV) = 0.583
- strongest force on any atom (eV/A) = 3.478
- relative energy (zero: lowest compared OMol25 entry of this formula, charge and spin) (kcal per mole) = 31.8
- frontier orbital gap (eV) = 9.95

---

Entry 4:
A 2-piece molecular cluster, C4H11NO2 overall at a distorted geometry. Source: OMol25; level of theory: ωB97M-V with the def2-TZVPD basis set.

Cartesian coordinates (Å):
C 0.151 1.185 -1.916
C -0.592 2.111 -0.962
O 0.470 -0.093 -1.463
H -0.308 0.996 -2.915
H 1.183 1.563 -2.237
H 0.063 2.722 -0.400
H 0.423 -0.678 -2.327
H -1.426 1.543 -0.403
H -1.254 2.961 -1.603
C -0.781 -0.994 2.037
C 0.513 -1.816 1.845
O 0.753 -2.798 2.541
N 1.188 -1.414 0.802
H -1.641 -1.649 1.546
H -0.967 0.008 1.534
H 1.997 -1.929 0.715
H 1.007 -0.712 0.214
H -0.778 -1.007 2.994

- LUMO (eV) = 0.368
- strongest force on any atom (eV/A) = 7.538
- relative energy (zero: lowest compared OMol25 entry of this formula, charge and spin) (kcal per mole) = 61.0
- frontier orbital gap (eV) = 9.78

---

Entry 5:
A 2-piece molecular cluster, C4H11NO2 overall at a distorted geometry. Source: OMol25; level of theory: ωB97M-V with the def2-TZVPD basis set.

Cartesian coordinates (Å):
C -0.420 -0.402 1.939
O 2.361 -0.970 -0.840
C -0.293 0.503 0.883
C -0.969 -0.564 -0.081
C -0.912 0.059 -1.550
O -0.980 1.446 -1.579
N 0.897 1.021 0.346
H 0.404 -1.028 2.252
H -1.218 -0.249 2.660
H 3.259 -0.908 -0.505
H -1.014 1.338 0.905
H -2.037 -0.747 0.080
H -0.419 -1.512 -0.172
H -1.750 -0.321 -2.120
H 0.009 -0.318 -2.003
H -0.192 1.743 -1.094
H 1.457 1.250 1.157
H 1.816 -0.343 -0.280

- LUMO (eV) = -1.673
- strongest force on any atom (eV/A) = 1.997
- relative energy (zero: lowest compared OMol25 entry of this formula, charge and spin) (kcal per mole) = 131.3
- frontier orbital gap (eV) = 6.42

---

Entry 6:
The molecule C4H11NO2 at a distorted geometry. Source: OMol25; level of theory: ωB97M-V with the def2-TZVPD basis set.

Cartesian coordinates (Å):
C -0.339 0.894 1.395
O -1.015 0.124 2.514
C -0.443 -0.096 0.252
C 0.593 0.440 -0.778
C 1.025 -0.708 -1.673
O 1.910 -1.527 -0.845
N -1.798 -0.184 -0.375
H 0.670 1.144 1.731
H -1.024 1.740 1.374
H -1.107 0.773 3.222
H -0.257 -1.120 0.560
H 0.248 1.351 -1.270
H 1.532 0.697 -0.263
H 0.318 -1.417 -2.122
H 1.727 -0.311 -2.418
H -2.365 -0.621 0.362
H 2.545 -1.922 -1.432
H -2.219 0.744 -0.233

- LUMO (eV) = 0.905
- strongest force on any atom (eV/A) = 4.187
- relative energy (zero: lowest compared OMol25 entry of this formula, charge and spin) (kcal per mole) = 48.7
- frontier orbital gap (eV) = 10.71

---

Entry 7:
A 3-piece molecular cluster, C4H11NO2 overall at a distorted geometry. Source: OMol25; level of theory: ωB97M-V with the def2-TZVPD basis set.

Cartesian coordinates (Å):
C -1.458 0.125 2.060
C -0.948 -0.863 1.034
C -0.952 -2.174 1.305
C 0.257 0.768 -0.074
N -0.329 -0.355 -0.124
H -1.046 -0.078 3.050
H -2.539 0.006 2.247
H -1.404 1.185 1.847
H -0.664 -2.847 0.509
H -1.210 -2.531 2.289
H 0.575 1.236 -1.006
H 0.719 1.197 0.811
H -2.091 -0.615 -2.571
H -0.566 -0.468 -2.086
O -1.217 -0.286 -2.767
H 3.149 1.957 -0.304
H 3.713 1.928 -1.669
O 3.977 2.098 -0.769

- LUMO (eV) = 0.122
- strongest force on any atom (eV/A) = 1.765
- relative energy (zero: lowest compared OMol25 entry of this formula, charge and spin) (kcal per mole) = 62.2
- frontier orbital gap (eV) = 9.25

---

Entry 8:
The molecule C4H11NO2 at a distorted geometry. Source: OMol25; level of theory: ωB97M-V with the def2-TZVPD basis set.

Cartesian coordinates (Å):
C 0.060 -0.867 0.788
C 0.342 -0.965 -0.720
C -0.928 -0.508 -1.496
O -0.718 -0.915 -2.873
N 0.836 0.121 1.516
C 0.180 1.417 1.633
O -0.235 1.968 0.410
H -1.034 -0.719 0.962
H 0.187 -1.861 1.339
H 0.592 -2.045 -1.011
H 1.140 -0.275 -0.987
H -1.827 -0.971 -1.111
H -0.926 0.588 -1.460
H -0.018 -0.404 -3.284
H 1.519 -0.020 2.233
H -0.755 1.353 2.188
H 1.006 2.066 1.983
H 0.580 2.036 -0.111

- LUMO (eV) = 0.854
- strongest force on any atom (eV/A) = 2.928
- relative energy (zero: lowest compared OMol25 entry of this formula, charge and spin) (kcal per mole) = 50.2
- frontier orbital gap (eV) = 9.73

---

Entry 9:
A 2-piece molecular cluster, C4H11NO2 overall at a distorted geometry. Source: OMol25; level of theory: ωB97M-V with the def2-TZVPD basis set.

Cartesian coordinates (Å):
O 0.258 -1.801 0.872
C -0.251 -0.757 0.468
C 0.585 0.331 0.943
C -0.256 1.488 1.356
C -0.536 2.286 0.147
N 1.611 0.506 -0.163
H -1.142 -0.708 -0.162
H 1.289 -0.103 1.815
H 0.296 2.024 2.212
H -1.153 1.167 1.890
H 0.390 2.532 -0.363
H -1.242 1.902 -0.646
H -0.950 3.320 0.382
H 1.285 0.937 -0.943
H 1.842 -0.310 -0.565
H -0.830 -4.670 -1.816
H -0.959 -3.864 -3.007
O -0.236 -4.280 -2.421

- LUMO (eV) = 0.702
- strongest force on any atom (eV/A) = 4.897
- relative energy (zero: lowest compared OMol25 entry of this formula, charge and spin) (kcal per mole) = 73.1
- frontier orbital gap (eV) = 9.84

---

Entry 10:
A 3-piece molecular cluster, C4H11NO2 overall at a distorted geometry. Source: OMol25; level of theory: ωB97M-V with the def2-TZVPD basis set.

Cartesian coordinates (Å):
N -1.473 -0.003 0.760
C -0.586 -1.041 0.808
C 0.480 -1.203 -0.038
C 1.318 -2.379 -0.016
C 2.008 -2.782 -1.110
H -0.960 0.879 0.597
H -1.934 0.136 1.655
H -0.814 -1.731 1.613
H 0.826 -0.740 -0.956
H 1.187 -3.145 0.752
H 2.325 -3.809 -1.213
H 2.291 -1.979 -1.788
H -2.391 3.485 0.466
H -1.017 3.098 -0.043
O -1.486 3.464 0.726
H 0.394 1.215 -1.403
H 1.044 2.552 -0.892
O 0.258 2.011 -0.900

- LUMO (spin up / spin down) (eV) = -4.433 / -7.336
- charge = +1
- 2S+1 = 2
- strongest force on any atom (eV/A) = 3.945
- relative energy (zero: lowest compared OMol25 entry of this formula, charge and spin) (kcal per mole) = 15.5
- frontier orbital gap (spin up / spin down) (eV) = 9.65 / 6.94

---

Entry 11:
A 2-piece molecular cluster, C4H11NO2 overall at a distorted geometry. Source: OMol25; level of theory: ωB97M-V with the def2-TZVPD basis set.

Cartesian coordinates (Å):
C -2.629 -2.184 -0.023
C -1.425 -1.256 -0.025
N -1.760 0.057 -0.476
C -1.037 1.166 -0.051
C 0.553 0.954 -0.172
O 1.338 1.282 0.632
H -2.489 -3.089 0.547
H -2.877 -2.476 -1.038
H -3.501 -1.674 0.392
H -0.604 -1.685 -0.606
H -1.022 -1.170 0.982
H -2.229 0.105 -1.380
H -1.230 2.065 -0.648
H -1.186 1.365 1.009
H 0.861 0.417 -1.097
H 4.582 0.792 0.876
H 3.717 -0.311 0.342
O 4.481 0.225 0.100

- LUMO (spin up / spin down) (eV) = -4.056 / -8.314
- charge = +1
- 2S+1 = 2
- strongest force on any atom (eV/A) = 1.635
- relative energy (zero: lowest compared OMol25 entry of this formula, charge and spin) (kcal per mole) = 22.1
- frontier orbital gap (spin up / spin down) (eV) = 9.94 / 5.67

---

Entry 12:
A 2-piece molecular cluster, C4H11NO2S overall at a distorted geometry. Source: OMol25; level of theory: ωB97M-V with the def2-TZVPD basis set.

Cartesian coordinates (Å):
C 0.542 1.385 -0.180
C -0.106 0.045 0.164
C -1.112 0.278 1.345
S -2.716 1.167 0.707
N 0.977 -0.838 0.612
C 2.359 -1.014 -0.535
O 3.217 -0.029 -0.733
H -0.053 2.204 -0.365
H 1.318 1.456 -0.850
H 1.166 1.759 0.672
H -0.564 -0.463 -0.701
H -1.384 -0.677 1.745
H -0.575 0.993 2.078
H 1.399 -0.443 1.552
H 2.799 -1.911 0.007
H 1.764 -1.343 -1.471
H -3.102 -0.282 -0.736
H -2.566 -1.207 -1.941
O -3.362 -1.079 -1.371

- LUMO (eV) = 6.133
- charge = -2
- strongest force on any atom (eV/A) = 2.975
- relative energy (zero: lowest compared OMol25 entry of this formula, charge and spin) (kcal per mole) = 41.0
- frontier orbital gap (eV) = 6.08

---

Number 1: electronic energy -9911.2418 eV. Number 2: electronic energy -9910.4992 eV. Number 3: electronic energy -9910.8619 eV. Number 4: electronic energy -9909.5973 eV. Number 5: electronic energy -9906.5473 eV. Number 6: electronic energy -9910.1319 eV. Number 7: electronic energy -9909.5429 eV. Number 8: electronic energy -9910.0645 eV. Number 9: electronic energy -9909.0733 eV. Number 10: electronic energy -9902.3227 eV. Number 11: electronic energy -9902.0378 eV. Number 12: electronic energy -20743.7478 eV.